Record 1
Here is a structure of composition C23H45Cl3FeN2O6PSi from OMol25. Energies are from ωB97M-V/def2-TZVPD.

CARTESIAN COORDINATES (ANGSTROEM)
C 2.381 4.432 -2.337
C 0.935 4.044 -2.244
H 2.547 5.221 -3.088
H 2.987 3.552 -2.589
H 2.775 4.825 -1.381
C -0.015 4.845 -2.757
C 0.226 6.062 -3.602
H -1.062 4.667 -2.547
H 0.689 5.776 -4.552
H 0.868 6.834 -3.152
H -0.716 6.574 -3.855
Fe 3.856 -0.911 1.367
Cl 0.042 1.542 3.449
Cl 5.337 -2.257 2.065
H 0.093 -5.569 1.479
H 1.560 -5.363 3.074
C 0.312 -4.678 0.891
C 2.159 -4.593 2.556
N 1.334 -3.887 1.581
H -0.619 -4.124 0.740
C 1.689 -2.679 1.132
O 1.032 -2.054 0.274
H 2.578 -3.892 3.294
H 2.683 -2.283 1.580
H 0.654 -5.018 -0.085
H 2.997 -5.088 2.041
H 0.321 1.657 -4.638
H -2.315 2.454 -3.622
C -0.390 0.951 -5.089
C -2.589 1.444 -4.002
N -1.401 0.592 -4.100
H 0.119 0.035 -5.402
C -1.211 -0.477 -3.273
O -0.202 -1.152 -3.283
H -3.323 0.973 -3.309
H -2.093 -0.656 -2.573
H -0.921 1.422 -5.920
H -3.045 1.568 -5.007
O 1.116 1.530 -2.031
C 0.732 2.720 -1.457
C -1.859 2.493 -0.818
C -0.589 3.011 -0.571
H -1.953 1.745 -1.613
C -2.985 2.886 -0.057
H 1.520 2.813 -0.693
C -0.487 3.940 0.483
H -3.986 2.484 -0.274
C -2.837 3.779 1.008
C -1.576 4.316 1.278
H 0.487 4.385 0.697
H -3.685 4.049 1.641
H -1.436 5.013 2.107
Si 2.687 -0.428 -2.506
Cl 3.204 0.838 2.305
C 2.168 -2.260 -2.838
C 4.107 -0.964 -1.336
C 3.693 -0.037 -4.037
H 1.481 -2.611 -2.063
H 3.087 -2.875 -2.801
H 1.719 -2.374 -3.839
H 3.081 -0.010 -4.943
H 4.435 -0.837 -4.171
H 4.257 0.903 -3.980
H 3.916 -1.486 -0.381
H 4.915 -0.246 -1.208
H 4.622 -1.813 -1.814
C -2.053 -0.841 0.768
O -1.663 0.255 1.645
P -1.254 0.144 3.132
O -2.484 0.316 4.054
C -3.529 1.312 3.850
O -0.620 -1.231 3.410
C -0.380 -1.725 4.752
H -2.667 -0.390 -0.018
H -2.642 -1.581 1.326
H -1.159 -1.303 0.343
H -4.004 1.174 2.867
H -4.280 1.159 4.628
H -3.113 2.325 3.921
H -0.312 -0.913 5.482
H -1.195 -2.398 5.021
H 0.567 -2.268 4.722

Output
⟨S²⟩: 8.764
Spin multiplicity: 6
Kohn-Sham gap (spin up / spin down) in eV: 4.13 / 5.69
F_max in eV Å⁻¹: 2.89
HOMO level (spin up / spin down) in Ha: -0.1657 / -0.2230
Relative energy (zero: lowest compared OMol25 entry of this formula, charge and spin) in kJ/mol: 0.0
LUMO level (spin up / spin down) in eV: -0.373 / -0.374
Charge: 0

Record 2
Here is the ion C4H5N2O3 with charge -1 from OMol25. Energies are from ωB97M-V/def2-TZVPD.

CARTESIAN COORDINATES (ANGSTROEM)
C 0.604 1.456 -0.949
N 0.165 0.063 -0.977
C 0.849 -0.829 -0.016
C -0.149 -1.660 0.872
O -0.044 -2.845 1.093
N -1.033 -0.861 1.485
C -1.693 0.044 0.795
O -2.495 0.869 1.135
O -1.209 0.063 -0.768
H -0.315 1.983 -1.233
H 1.007 1.754 0.111
H 1.391 1.682 -1.711
H 1.501 -0.259 0.690
H 1.423 -1.461 -0.525

Output
Kohn-Sham gap in eV: 8.17
F_max in eV Å⁻¹: 4.29
HOMO level in Ha: -0.1538
Relative energy (zero: lowest compared OMol25 entry of this formula, charge and spin) in kJ/mol: 135.3
SMILES string: CN1CC(=O)N=C([O-])O1
LUMO level in eV: 3.981
Charge: -1

Record 3
Here is a structure of composition C2H5BO2 from OMol25. Energies are from ωB97M-V/def2-TZVPD.

CARTESIAN COORDINATES (ANGSTROEM)
B 0.933 0.096 -0.082
C -1.843 -0.113 0.329
C -0.766 -0.759 0.642
O 0.585 0.871 -1.150
O 2.131 -0.176 0.279
H -2.907 -0.479 0.544
H -1.689 0.711 -0.412
H -0.654 -1.628 1.335
H 1.302 1.459 -1.256
H 2.908 0.019 -0.229

Output
⟨S²⟩: 2.006
Spin multiplicity: 3
Kohn-Sham gap (spin up / spin down) in eV: 4.32 / 6.48
F_max in eV Å⁻¹: 3.94
HOMO level (spin up / spin down) in Ha: -0.1516 / -0.3607
Relative energy (zero: lowest compared OMol25 entry of this formula, charge and spin) in kJ/mol: 228.1
LUMO level (spin up / spin down) in eV: 0.196 / -3.338
Charge: 0

Record 4
Here is the ion C8H16N3O2S with charge +1 from OMol25. Energies are from ωB97M-V/def2-TZVPD.

CARTESIAN COORDINATES (ANGSTROEM)
C 0.135 -2.482 1.053
N -0.503 -1.341 0.393
C -1.333 -1.537 -0.611
C -2.086 -0.497 -1.131
C -2.820 0.373 -0.310
N -3.896 1.103 -0.699
N -2.392 0.605 1.038
C -1.120 0.628 1.358
S 0.003 1.660 0.224
O 0.203 2.701 1.255
O -0.831 2.005 -0.974
C 1.577 0.782 -0.326
C 2.308 0.396 0.864
C 2.355 1.625 -1.330
H 0.557 -2.051 1.960
H -0.504 -3.228 1.430
H 0.936 -2.825 0.372
H -1.235 -2.432 -1.191
H -2.271 -0.407 -2.155
H -4.182 0.956 -1.719
H -4.129 2.002 -0.318
H -3.150 0.517 1.709
H -0.714 0.620 2.320
H 1.177 -0.106 -0.896
H 3.352 0.023 0.502
H 2.338 1.279 1.559
H 1.840 -0.290 1.537
H 3.090 2.149 -0.717
H 1.872 2.298 -1.939
H 2.823 0.894 -2.038

Output
Kohn-Sham gap (spin up / spin down) in eV: 8.12 / 8.12
F_max in eV Å⁻¹: 3.93
HOMO level (spin up / spin down) in Ha: -0.4553 / -0.4553
Relative energy (zero: lowest compared OMol25 entry of this formula, charge and spin) in kJ/mol: 424.3
SMILES string: C/N=C/C=C(N)\[NH+]=C/S(=O)(=O)C(C)C
LUMO level (spin up / spin down) in eV: -4.272 / -4.272
Charge: +1

Record 5
Here is the molecule C3H4N2O from OMol25. Energies are from ωB97M-V/def2-TZVPD.

CARTESIAN COORDINATES (ANGSTROEM)
N 2.365 0.677 -1.286
C 1.537 0.343 -0.547
C 0.688 -0.083 0.604
N -0.611 -0.620 0.285
C -1.468 0.212 -0.390
O -1.251 1.393 -0.562
H 0.594 0.813 1.228
H 1.306 -0.806 1.140
H -0.789 -1.617 0.293
H -2.370 -0.311 -0.765

Output
Kohn-Sham gap in eV: 11.15
F_max in eV Å⁻¹: 1.45
HOMO level in Ha: -0.3913
Relative energy (zero: lowest compared OMol25 entry of this formula, charge and spin) in kJ/mol: 81.2
SMILES string: N#CCNC=O
LUMO level in eV: 0.504
Charge: 0

Record 6
Here is a cluster of 2 separate species, C26H46BBrN4O4PS2 in total from OMol25. Energies are from ωB97M-V/def2-TZVPD.

CARTESIAN COORDINATES (ANGSTROEM)
C -0.701 -4.411 7.421
C -0.574 -4.063 5.956
C -1.321 -5.009 4.844
O -1.911 -6.148 5.304
O -1.332 -4.629 3.399
C -0.139 -5.261 2.759
C 1.012 -4.148 2.316
C 2.169 -4.112 3.498
C 3.674 -3.745 2.957
C 3.854 -2.215 2.396
C 3.175 -1.048 3.332
C 2.196 -0.037 2.447
C 0.593 0.217 2.762
B -0.184 -0.538 4.027
N 0.451 -0.287 5.416
O -1.410 -1.354 3.899
C -0.371 1.243 1.862
P -2.256 1.462 2.253
S -2.557 2.544 3.859
C 0.209 2.120 0.602
N -0.502 3.139 -0.313
S 0.800 3.684 -1.390
N 2.185 2.759 -0.834
C 1.804 1.850 0.335
C 2.818 0.839 1.171
C 4.384 0.802 0.686
C 5.049 2.293 1.043
C 6.689 2.290 0.864
Br 7.320 1.819 -0.975
H -0.399 -5.518 7.732
H -1.098 -3.648 8.232
H 0.063 -3.106 5.678
H -0.542 -5.876 1.821
H 0.249 -6.060 3.523
H 0.451 -3.119 2.245
H 1.414 -4.500 1.268
H 1.797 -3.463 4.405
H 2.230 -5.230 3.910
H 3.905 -4.477 2.044
H 4.454 -4.051 3.796
H 5.029 -2.006 2.369
H 3.514 -2.142 1.254
H 4.069 -0.353 3.709
H 2.667 -1.467 4.300
H 1.279 0.368 5.277
H -0.265 0.342 5.886
H -2.139 -0.774 4.311
H -2.876 2.083 1.076
H -2.941 0.182 2.444
H 4.404 0.728 -0.485
H 5.058 0.017 1.233
H 4.547 3.142 0.411
H 4.796 2.481 2.194
H 7.179 1.642 1.729
H 7.051 3.404 1.072
C -0.622 2.676 -4.764
C -1.644 1.552 -4.896
N -2.952 1.772 -4.099
C -2.587 1.846 -2.596
C -3.867 0.530 -4.219
C -4.408 0.217 -5.601
C -3.683 3.111 -4.434
C -4.018 3.379 -5.912
O -2.843 3.458 -6.709
C -3.025 3.001 -8.043
H -0.258 2.781 -3.738
H 0.248 2.444 -5.386
H -1.004 3.645 -5.089
H -1.207 0.618 -4.524
H -1.902 1.388 -5.942
H -2.031 0.942 -2.331
H -3.516 1.906 -2.020
H -1.986 2.740 -2.414
H -4.703 0.670 -3.521
H -3.270 -0.324 -3.867
H -5.307 0.797 -5.818
H -4.726 -0.832 -5.634
H -3.681 0.351 -6.403
H -3.031 3.912 -4.063
H -4.602 3.115 -3.835
H -4.516 4.356 -5.975
H -4.727 2.652 -6.302
H -4.077 3.005 -8.357
H -2.621 1.989 -8.125
H -2.455 3.651 -8.712

Output
Kohn-Sham gap in eV: 6.09
F_max in eV Å⁻¹: 8.85
HOMO level in Ha: -0.3755
LUMO level in eV: -4.129
Charge: +1

Record 7
Here is a cluster of 12 separate species, C40H99F18N11O22S6 in total from OMol25. Energies are from ωB97M-V/def2-TZVPD.

CARTESIAN COORDINATES (ANGSTROEM)
C -20.635 -23.110 -2.813
F -21.720 -23.265 -3.605
F -19.738 -22.352 -3.455
F -20.975 -22.538 -1.705
S -20.008 -24.841 -2.498
O -20.815 -25.282 -1.434
O -20.207 -25.612 -3.676
N -18.470 -24.556 -1.830
S -17.456 -24.968 -2.957
O -17.508 -26.372 -3.287
O -17.474 -24.147 -4.136
C -15.786 -24.541 -2.191
F -15.621 -23.211 -2.273
F -15.651 -24.884 -0.934
F -14.848 -25.160 -3.001
C -13.888 -28.086 -4.112
F -13.324 -28.344 -3.034
F -14.070 -29.277 -4.773
F -15.018 -27.559 -4.036
S -12.834 -26.950 -5.147
O -13.588 -26.728 -6.349
O -12.619 -25.910 -4.250
N -11.522 -28.070 -5.257
S -10.266 -27.076 -5.269
O -10.334 -26.038 -6.266
O -9.891 -26.636 -3.987
C -8.792 -28.157 -5.779
F -8.947 -29.386 -5.198
F -8.685 -28.215 -7.120
F -7.668 -27.610 -5.269
C -8.324 -23.478 -4.658
F -7.648 -22.415 -4.279
F -7.919 -23.805 -5.892
F -8.074 -24.486 -3.849
S -10.175 -23.008 -4.607
O -10.645 -23.178 -5.938
O -10.704 -23.821 -3.582
N -10.118 -21.401 -4.273
S -10.557 -21.229 -2.745
O -11.941 -21.553 -2.455
O -9.609 -21.857 -1.883
C -10.400 -19.385 -2.372
F -10.498 -19.272 -1.085
F -9.278 -18.918 -2.929
F -11.453 -18.712 -2.915
C -14.089 -20.189 -5.790
C -14.623 -21.304 -6.592
C -15.704 -22.206 -6.102
O -15.973 -23.244 -6.974
C -15.030 -24.308 -7.073
N -15.015 -20.721 -7.945
H -15.835 -20.087 -7.929
H -14.190 -20.164 -8.201
H -15.288 -21.390 -8.682
H -13.222 -19.590 -6.105
H -13.722 -20.591 -4.846
H -14.793 -19.376 -5.555
H -13.752 -21.942 -6.785
H -16.601 -21.583 -5.965
H -15.608 -22.570 -5.070
H -14.915 -24.703 -6.073
H -14.109 -23.970 -7.552
H -15.504 -25.025 -7.737
C -17.137 -28.893 -12.193
C -15.777 -28.244 -12.221
C -15.314 -27.834 -10.849
O -14.122 -27.169 -11.011
C -13.956 -26.157 -10.008
N -14.775 -29.226 -12.859
H -13.809 -28.926 -12.665
H -14.909 -30.047 -12.248
H -15.109 -29.432 -13.804
H -17.506 -29.363 -13.107
H -17.909 -28.182 -11.905
H -17.127 -29.686 -11.428
H -15.842 -27.429 -12.941
H -15.237 -28.745 -10.224
H -16.129 -27.243 -10.415
H -13.230 -25.412 -10.301
H -13.726 -26.526 -9.003
H -14.967 -25.741 -9.946
C -12.514 -26.306 0.032
C -11.934 -25.244 -0.832
C -11.712 -23.933 -0.169
O -10.996 -24.110 1.014
C -10.209 -23.051 1.435
N -10.621 -25.766 -1.369
H -10.640 -26.808 -1.446
H -10.573 -25.396 -2.324
H -9.871 -25.438 -0.755
H -11.900 -26.617 0.873
H -12.892 -27.193 -0.472
H -13.425 -25.959 0.545
H -12.577 -24.977 -1.672
H -12.666 -23.423 0.044
H -11.212 -23.170 -0.779
H -9.832 -23.281 2.431
H -10.802 -22.131 1.507
H -9.304 -22.804 0.863
C -8.483 -33.141 -3.436
C -7.965 -33.342 -4.826
C -6.452 -33.331 -4.973
O -5.881 -32.144 -4.505
C -5.917 -30.983 -5.303
N -8.507 -34.654 -5.396
H -8.219 -34.809 -6.375
H -8.084 -35.461 -4.900
H -9.526 -34.668 -5.328
H -9.438 -32.612 -3.355
H -7.775 -32.492 -2.911
H -8.620 -33.975 -2.737
H -8.463 -32.585 -5.441
H -6.057 -33.540 -5.984
H -5.984 -34.049 -4.287
H -5.179 -30.256 -4.984
H -6.892 -30.494 -5.197
H -5.765 -31.212 -6.369
C -19.680 -30.438 -8.068
C -18.264 -30.728 -8.514
C -17.220 -29.980 -7.687
O -17.297 -28.670 -8.099
C -16.636 -27.701 -7.223
N -17.964 -32.249 -8.511
H -18.139 -32.536 -7.533
H -18.514 -32.829 -9.168
H -17.000 -32.393 -8.836
H -19.975 -30.763 -7.060
H -20.374 -30.921 -8.759
H -19.857 -29.366 -8.005
H -18.251 -30.499 -9.583
H -16.183 -30.346 -7.835
H -17.466 -30.121 -6.622
H -16.956 -27.776 -6.181
H -16.951 -26.747 -7.640
H -15.546 -27.795 -7.313
C -16.738 -31.351 -2.374
C -17.218 -30.040 -2.964
C -18.511 -30.207 -3.737
O -19.010 -28.949 -4.043
C -20.280 -28.929 -4.651
N -17.377 -29.082 -1.809
H -17.860 -28.195 -2.146
H -18.007 -29.494 -1.104
H -16.466 -28.855 -1.400
H -17.532 -31.834 -1.813
H -15.794 -31.265 -1.845
H -16.526 -31.984 -3.244
H -16.518 -29.533 -3.627
H -19.297 -30.794 -3.241
H -18.363 -30.699 -4.713
H -20.718 -27.958 -4.414
H -20.980 -29.669 -4.241
H -20.248 -29.042 -5.745
C -12.766 -29.998 -7.774
C -12.208 -31.207 -7.013
C -11.203 -32.059 -7.791
O -9.958 -31.450 -7.641
C -8.848 -31.971 -8.298
N -11.601 -30.786 -5.701
H -10.587 -31.008 -5.695
H -11.626 -29.707 -5.518
H -11.985 -31.312 -4.911
H -13.557 -29.579 -7.153
H -12.949 -30.316 -8.799
H -12.036 -29.183 -7.845
H -13.041 -31.809 -6.645
H -11.535 -31.923 -8.829
H -11.148 -33.110 -7.489
H -8.517 -32.963 -7.956
H -7.963 -31.356 -8.162
H -9.042 -32.034 -9.373
C -6.300 -26.477 -9.959
C -6.564 -25.418 -10.980
C -7.526 -24.361 -10.495
O -6.847 -23.778 -9.451
C -7.600 -22.797 -8.729
N -5.198 -24.711 -11.305
H -5.311 -23.749 -11.646
H -4.541 -24.767 -10.517
H -4.861 -25.327 -12.049
H -5.474 -27.141 -10.233
H -7.214 -27.034 -9.764
H -5.994 -26.079 -8.989
H -6.802 -25.783 -11.978
H -8.523 -24.743 -10.255
H -7.677 -23.660 -11.338
H -8.500 -23.168 -8.227
H -7.915 -21.909 -9.289
H -6.884 -22.485 -7.973
C -9.307 -29.577 -2.412
C -9.953 -29.555 -1.035
O -10.882 -28.717 -0.811
O -9.642 -30.493 -0.304
H -10.078 -29.439 -3.167
H -8.484 -30.281 -2.543
H -8.684 -28.660 -2.460

Output
Kohn-Sham gap in eV: 3.54
F_max in eV Å⁻¹: 5.05
HOMO level in Ha: -0.4719
LUMO level in eV: -9.301
Charge: +4

Record 8
Here is a cluster of 2 separate species, C5H11N2O in total from OMol25. Energies are from ωB97M-V/def2-TZVPD.

CARTESIAN COORDINATES (ANGSTROEM)
C -3.006 -1.416 0.450
C -1.688 -1.341 1.231
C -0.543 -0.700 0.585
C -0.569 0.540 -0.096
N 0.708 0.799 -0.483
C 1.485 -0.212 -0.084
N 0.744 -1.116 0.603
H -3.722 -0.662 0.774
H -2.881 -1.232 -0.621
H -3.468 -2.394 0.567
H -1.367 -2.306 1.630
H -2.000 -0.736 2.118
H -1.469 1.123 -0.222
H 1.001 1.663 -0.980
H 2.565 -0.204 -0.153
H 1.256 -1.824 1.132
H 1.954 3.339 -2.133
H 3.263 2.557 -2.151
O 2.472 2.741 -1.624

Output
⟨S²⟩: 0.762
Spin multiplicity: 2
Kohn-Sham gap (spin up / spin down) in eV: 10.33 / 6.18
F_max in eV Å⁻¹: 2.19
HOMO level (spin up / spin down) in Ha: -0.7091 / -0.7091
Relative energy (zero: lowest compared OMol25 entry of this formula, charge and spin) in kJ/mol: 28.2
LUMO level (spin up / spin down) in eV: -8.968 / -13.114
Charge: +2